(1)
Formula: C5H8N2S
Source: the Open Molecules 2025 dataset
Level of theory: ωB97M-V/def2-TZVPD

Cartesian coordinates (Å):
C1 -2.71 -1.17 -0.80
C2 -1.76 -0.44 -0.64
C3 -0.75 0.62 -0.51
N1 -1.13 1.77 0.32
C4 0.59 -0.02 -0.19
C5 0.71 -1.06 0.99
N2 1.63 0.50 -0.72
S1 3.18 -0.22 -0.44
H1 -3.55 -1.81 -0.82
H2 -0.65 0.97 -1.54
H3 -0.40 2.50 0.35
H4 -1.21 1.45 1.29
H5 1.01 -2.02 0.56
H6 1.40 -0.69 1.73
H7 -0.28 -1.15 1.45
H8 3.91 0.75 -1.04

The calculation puts the LUMO energy at 0.827 eV. The frontier orbital gap comes out at 9.69 eV. The calculation puts the calculated total energy at -702.91245 Eh. As for the energy above the lowest of the compared OMol25 structures with the same formula, charge and spin: 73.8 kcal/mol. The calculation puts the HOMO energy at -8.9 eV.

=====

(2)
Formula: C38H46BrFeN4OSi
Source: the Open Molecules 2025 dataset
Level of theory: ωB97M-V/def2-TZVPD

Cartesian coordinates (Å):
Fe1 -1.42 -0.12 -0.01
C1 -3.45 -3.09 3.12
Si1 -3.59 -2.04 1.55
C2 -3.01 -3.05 0.05
C3 -5.39 -1.80 1.16
N1 -2.65 -0.59 1.51
C4 -2.84 0.64 2.13
C5 -4.15 0.92 2.67
C6 -4.47 2.16 3.19
C7 -3.51 3.14 3.22
C8 -2.23 2.88 2.69
C9 -1.97 1.66 2.08
O1 -0.75 1.53 1.32
C10 0.33 1.25 2.12
C11 0.25 0.47 3.24
C12 1.36 0.38 4.11
C13 2.54 1.02 3.68
C14 2.65 1.71 2.51
C15 1.55 1.72 1.63
H1 -3.76 -4.06 2.75
H2 -4.20 -2.82 3.91
H3 -2.47 -3.26 3.63
H4 -2.96 -2.40 -0.85
H5 -3.77 -3.81 -0.25
H6 -2.10 -3.60 0.10
H7 -5.51 -0.90 0.60
H8 -6.22 -1.84 1.85
H9 -5.59 -2.58 0.46
H10 -4.91 0.10 2.52
H11 -5.43 2.42 3.61
H12 -3.76 4.07 3.73
H13 -1.51 3.70 2.67
H14 -0.73 0.11 3.54
H15 1.23 -0.17 4.99
H16 3.38 0.93 4.37
H17 3.54 2.21 2.15
H18 1.52 2.32 0.76
C16 2.68 1.22 -5.65
C17 2.91 2.18 -4.39
C18 2.69 3.60 -4.89
C19 4.39 1.99 -3.98
C20 1.90 1.73 -3.32
C21 0.56 2.20 -3.36
C22 -0.42 1.58 -2.61
N2 -0.14 0.59 -1.75
C23 1.14 0.22 -1.60
C24 2.13 0.72 -2.42
C25 1.39 -0.88 -0.64
C26 2.70 -1.24 -0.23
C27 2.86 -2.30 0.64
C28 1.76 -2.90 1.20
C29 0.51 -2.42 0.80
N3 0.33 -1.42 -0.09
C30 4.37 -2.63 1.14
C31 4.85 -1.53 2.07
C32 5.22 -2.59 -0.18
C33 4.41 -3.98 1.78
H19 3.53 1.39 -6.31
H20 1.69 1.41 -6.10
H21 2.65 0.15 -5.45
H22 3.43 3.95 -5.59
H23 2.63 4.22 -3.96
H24 1.74 3.77 -5.41
H25 5.11 2.57 -4.54
H26 4.71 0.98 -4.05
H27 4.43 2.35 -2.93
H28 0.28 2.96 -4.07
H29 -1.48 1.88 -2.62
H30 3.09 0.22 -2.45
H31 3.48 -0.62 -0.64
H32 1.81 -3.67 1.99
H33 -0.38 -2.91 1.11
H34 4.69 -0.56 1.68
H35 5.93 -1.59 2.31
H36 4.25 -1.54 2.95
H37 5.50 -1.55 -0.37
H38 4.59 -2.94 -0.98
H39 6.14 -3.13 -0.11
H40 4.01 -3.99 2.75
H41 5.50 -4.28 1.87
H42 3.77 -4.73 1.16
Br1 -7.75 1.33 -2.01
C34 -5.88 1.24 -1.61
C35 -5.14 0.39 -2.41
C36 -3.80 0.24 -2.06
N4 -3.22 0.91 -1.01
C37 -3.99 1.75 -0.33
C38 -5.32 1.98 -0.56
H43 -5.63 -0.06 -3.22
H44 -3.10 -0.41 -2.59
H45 -3.52 2.34 0.42
H46 -5.97 2.57 0.08

The total charge is +1. Its spin multiplicity is 5. The calculation puts the LUMO energy (spin up / spin down) at -3.015 / -3.120 eV. The frontier orbital gap (spin up / spin down) comes out at 6.88 / 6.89 eV. The calculation puts the calculated total energy at -5896.95666 Eh. As for the expectation value of S²: 6.01. The calculation puts the HOMO energy (spin up / spin down) at -9.9 / -10.0 eV.

=====

(3)
Formula: CH3BCl2O2
Source: the Open Molecules 2025 dataset
Level of theory: ωB97M-V/def2-TZVPD

Cartesian coordinates (Å):
B1 0.36 -0.41 -0.45
C1 1.67 0.09 0.30
O1 0.24 -1.32 -1.38
O2 -1.18 0.64 -0.19
Cl1 2.99 -0.97 0.28
Cl2 2.13 1.70 -0.45
H1 1.51 0.43 1.42
H2 -0.52 -1.65 -1.94
H3 -0.96 1.39 0.26

The calculation puts the LUMO energy at 0.212 eV. The frontier orbital gap comes out at 10.70 eV. The calculation puts the calculated total energy at -1135.63106 Eh. As for the energy above the lowest of the compared OMol25 structures with the same formula, charge and spin: 60.4 kcal/mol. The calculation puts the HOMO energy at -10.5 eV.

=====

(4)
Formula: C4H13N2
Source: the Open Molecules 2025 dataset
Level of theory: ωB97M-V/def2-TZVPD

Cartesian coordinates (Å):
C1 1.88 0.41 -0.02
C2 -1.29 0.51 -2.08
C3 -0.45 -1.44 2.09
C4 1.04 -0.68 0.35
N1 -0.82 1.44 -1.00
N2 0.31 -0.55 1.35
H1 2.64 0.07 -0.65
H2 2.11 0.99 0.85
H3 1.06 1.12 -0.48
H4 -1.67 -0.44 -1.63
H5 -2.00 0.70 -2.79
H6 -0.29 0.32 -2.54
H7 -1.40 -1.84 1.63
H8 0.03 -2.44 2.11
H9 -0.65 -1.13 3.16
H10 1.00 -1.60 -0.19
H11 -0.41 2.14 -1.54
H12 -1.44 1.93 -0.36
H13 0.35 0.47 1.74

The total charge is +1. The calculation puts the LUMO energy at -4.149 eV. The frontier orbital gap comes out at 9.47 eV. The calculation puts the calculated total energy at -269.39246 Eh. As for the energy above the lowest of the compared OMol25 structures with the same formula, charge and spin: 67.9 kcal/mol. The calculation puts the HOMO energy at -13.6 eV.

=====

(5)
Formula: C4H4O2
Source: the Open Molecules 2025 dataset
Level of theory: ωB97M-V/def2-TZVPD

Cartesian coordinates (Å):
O1 -1.27 0.10 -1.63
C1 -1.34 0.57 -0.51
C2 -0.41 0.16 0.55
C3 0.76 0.77 0.67
C4 0.79 -0.72 0.66
O2 1.21 -1.49 -0.41
H1 -1.97 1.45 -0.28
H2 1.14 1.68 0.22
H3 1.04 -1.23 1.59
H4 0.74 -1.22 -1.22

The calculation puts the LUMO energy at 0.246 eV. The frontier orbital gap comes out at 10.16 eV. The calculation puts the calculated total energy at -305.17088 Eh. As for the energy above the lowest of the compared OMol25 structures with the same formula, charge and spin: 68.1 kcal/mol. The calculation puts the HOMO energy at -9.9 eV.

=====

(6)
Formula: C3H3NO2
Source: the Open Molecules 2025 dataset
Level of theory: ωB97M-V/def2-TZVPD

Cartesian coordinates (Å):
C1 -0.16 0.68 -1.15
C2 -0.02 0.01 -0.08
C3 -0.71 -0.78 -1.22
N1 0.93 0.34 2.05
O1 2.02 -0.15 2.09
O2 0.18 0.69 2.84
H1 -0.19 1.64 -1.60
H2 -1.86 -0.78 -1.26
H3 -0.19 -1.65 -1.68

The calculation puts the LUMO energy (spin up / spin down) at -1.366 / -1.105 eV. The frontier orbital gap (spin up / spin down) comes out at 8.21 / 8.33 eV. The calculation puts the calculated total energy at -321.03942 Eh. As for the energy above the lowest of the compared OMol25 structures with the same formula, charge and spin: 212.2 kcal/mol. The calculation puts the HOMO energy (spin up / spin down) at -9.6 / -9.4 eV.